Entry 1:
The following is a quantum chemistry calculation of an isolated molecule of C5H9NO, from the OMol25 dataset.

Calculated values
spin multiplicity	1
max |F|	0.44	eV/A
E_HOMO	-8.65	eV
relative energy (zero: lowest compared OMol25 entry of this formula, charge and spin)	4.330	eV
E	-325.7784	Ha
total charge	0

The geometry in XYZ format:
```
16
Properties=species:S:1:pos:R:3:forces:R:3
O 0.109305 -2.556457 1.893343 0.026 0.117 -0.150
C 0.634351 -1.749860 1.007077 -0.421 -0.137 0.026
C -0.436805 -1.028574 0.233920 0.127 0.065 -0.022
C -0.034602 0.353396 -0.279803 0.160 -0.038 0.083
C -0.149445 0.682291 -1.720336 0.207 -0.158 -0.244
N -1.173575 1.124070 -0.776757 -0.124 0.232 0.144
C 1.031843 1.081705 0.514510 -0.070 0.045 0.008
H -0.875601 -2.521636 1.929271 0.143 0.037 -0.031
H 1.948138 0.486036 0.563736 -0.155 0.107 0.005
H -1.396660 -0.948081 0.782397 0.172 -0.024 0.023
H -0.627865 -1.694979 -0.623476 0.022 0.059 0.106
H -0.479403 -0.072981 -2.430204 0.062 0.098 0.097
H 0.549965 1.415157 -2.120718 -0.147 -0.116 0.044
H -1.055970 2.109099 -0.553927 -0.007 -0.085 -0.043
H 1.259500 2.043565 0.038996 -0.047 -0.138 0.101
H 0.696824 1.277247 1.541970 0.053 -0.062 -0.147
```
Positions in Å, forces in eV/Å.

***

Entry 2:
The following is a quantum chemistry calculation of a cluster of 5 separate species, C29H48F12N2O10P in total, from the OMol25 dataset.

Calculated values
spin multiplicity	2
max |F|	0.59	eV/A
E_HOMO (spin up / spin down)	-7.97 / -8.62	eV
E	-3535.5080	Ha
total charge	0

The geometry in XYZ format:
```
102
Properties=species:S:1:pos:R:3:forces:R:3
C 0.251452 -1.948170 1.075811 0.076 0.028 -0.167
C -0.667006 -0.982870 0.300260 0.234 0.130 0.153
C -0.431915 -0.908800 -1.228078 -0.217 -0.053 0.003
C 0.034625 0.496674 -1.618127 0.008 -0.025 0.130
C -1.643358 -1.425992 -2.067904 0.200 -0.031 0.089
P -1.054946 -1.502815 -3.861356 -0.170 0.125 -0.037
N -2.381315 -2.344779 -4.558013 0.427 -0.084 -0.158
O 0.145335 -2.643116 -3.792993 -0.005 0.081 0.233
C -2.036680 -2.848334 -1.590130 -0.058 0.260 -0.007
C -3.408590 -3.117793 -0.921886 0.044 -0.291 -0.110
C -3.903765 -4.473536 -1.446832 -0.023 0.136 -0.069
C -3.318636 -3.220449 0.612632 0.033 0.035 0.000
N -4.430194 -2.116877 -1.305413 0.155 0.088 0.565
O -5.599460 -2.379333 -0.867695 -0.086 -0.073 -0.204
C -4.125427 -0.672894 -1.402441 0.073 0.296 -0.140
C -5.262661 -0.038223 -2.225424 -0.162 -0.167 0.194
C -4.096637 -0.012429 -0.001336 -0.162 0.059 -0.100
C -2.816340 -0.424990 -2.173034 -0.137 -0.167 -0.149
H 1.044764 -2.348106 0.439167 -0.027 0.029 -0.005
H 0.749254 -1.437587 1.900889 -0.052 -0.094 0.088
H -0.291991 -2.801371 1.483722 -0.003 0.026 0.026
H -1.703971 -1.223783 0.513073 0.053 -0.016 -0.035
H -0.512687 0.020174 0.710102 -0.093 0.006 -0.046
H 0.397412 -1.590603 -1.448362 -0.018 -0.001 -0.052
H 0.145951 0.624013 -2.695254 0.025 0.004 0.027
H 0.996269 0.702037 -1.142402 0.014 -0.002 -0.046
H -0.663902 1.252331 -1.251303 0.010 0.012 -0.059
H -2.321228 -3.352337 -4.450651 -0.179 -0.034 0.119
H -2.397754 -2.166494 -5.556265 -0.128 0.072 0.045
H 0.092512 -3.222163 -3.021538 -0.017 -0.091 -0.094
H -1.991217 -3.528457 -2.439363 -0.019 -0.087 -0.067
H -1.276215 -3.209102 -0.892420 0.009 0.005 -0.033
H -4.793495 -4.797495 -0.912794 0.004 -0.007 -0.020
H -4.149861 -4.384163 -2.506878 0.034 -0.038 0.002
H -3.114059 -5.218541 -1.332112 -0.028 -0.021 0.070
H -2.421058 -3.777038 0.887899 -0.054 -0.062 0.006
H -4.187493 -3.752693 0.996102 -0.036 0.061 -0.001
H -3.281399 -2.253867 1.108893 0.042 -0.007 -0.026
H -4.899655 0.866324 -2.715018 -0.005 0.019 0.039
H -5.626906 -0.740877 -2.974377 0.137 0.071 -0.119
H -6.107545 0.226491 -1.591720 -0.004 -0.062 0.001
H -3.091747 0.248189 0.325513 -0.010 -0.135 0.047
H -4.668729 0.915181 -0.029611 0.081 0.057 -0.037
H -4.583230 -0.637113 0.743690 -0.022 0.004 0.016
H -2.489091 0.577115 -1.894894 0.054 -0.023 -0.046
H -3.094319 -0.352520 -3.229780 -0.053 -0.011 0.061
C -5.915755 0.448367 6.295873 0.120 0.027 -0.042
C -6.623134 1.505797 5.480369 -0.178 -0.090 0.114
O -5.673999 2.353389 4.788205 0.023 0.036 -0.040
C -5.184703 1.871551 3.660260 0.015 0.074 0.010
O -5.433312 0.823883 3.143057 0.016 -0.050 -0.018
C -4.220635 2.902484 3.025918 -0.047 -0.061 0.006
F -3.374932 3.407046 3.932093 -0.004 -0.005 -0.034
F -4.918805 3.913595 2.494272 0.042 -0.023 0.021
F -3.506898 2.328827 2.060127 0.022 0.070 0.040
H -5.215977 0.908657 6.993470 -0.033 0.001 0.027
H -6.647627 -0.124355 6.864852 -0.010 0.002 0.003
H -5.366128 -0.238457 5.653649 -0.037 -0.012 -0.011
H -7.183714 2.189790 6.112696 0.049 0.042 -0.013
H -7.301168 1.067317 4.749562 0.057 -0.003 -0.044
C 1.233595 -0.725130 -11.843423 -0.094 -0.066 0.050
C 1.701724 -0.072191 -10.563263 0.139 0.091 -0.138
O 0.801499 -0.363536 -9.468613 -0.016 0.004 0.030
C 0.967324 -1.534956 -8.878719 -0.051 0.047 0.050
O 1.774022 -2.375763 -9.140027 0.026 -0.047 -0.024
C -0.038732 -1.675802 -7.713067 0.017 -0.020 -0.043
F -1.272095 -1.299956 -8.080824 -0.016 -0.007 0.006
F 0.339512 -0.905550 -6.688836 0.050 -0.001 -0.074
F -0.098065 -2.936364 -7.299233 0.008 -0.002 0.023
H 0.214392 -0.417820 -12.077775 0.018 0.031 -0.020
H 1.884245 -0.427195 -12.665310 0.007 0.008 -0.002
H 1.258823 -1.810768 -11.760673 0.038 0.005 0.001
H 1.689911 1.012260 -10.640989 -0.051 -0.004 0.036
H 2.705641 -0.393359 -10.288987 -0.031 -0.054 0.031
C 0.277226 2.753631 3.857256 0.116 0.061 0.054
C 1.054834 1.496611 3.539295 -0.333 -0.048 -0.100
O 2.479987 1.716612 3.651501 0.056 -0.016 0.004
C 2.978758 1.658798 4.873944 0.065 -0.005 -0.059
O 2.396346 1.438154 5.892507 -0.023 0.004 0.048
C 4.508767 1.880928 4.821390 -0.030 0.004 0.008
F 4.829367 2.913592 4.029831 -0.042 -0.036 0.031
F 5.110704 0.785588 4.333419 0.001 0.038 0.016
F 4.989111 2.118911 6.036152 0.000 -0.016 -0.054
H 0.602711 3.574614 3.218241 -0.035 -0.014 -0.032
H -0.785421 2.580461 3.686795 0.010 -0.003 -0.009
H 0.416353 3.048119 4.896710 -0.026 -0.033 0.009
H 0.901880 1.194137 2.505182 0.110 0.011 -0.013
H 0.768911 0.670223 4.189005 0.074 0.022 0.056
C 8.226895 3.562706 4.720058 0.187 0.120 0.063
C 8.966160 2.295062 4.361368 -0.252 -0.091 -0.062
O 10.399432 2.489717 4.412309 0.048 0.000 0.002
C 10.952462 2.417047 5.610491 0.065 -0.003 -0.050
O 10.410643 2.201882 6.652923 -0.017 0.007 0.045
C 12.483085 2.611300 5.489174 -0.034 0.002 0.025
F 12.785197 3.640277 4.690573 0.007 -0.028 0.034
F 13.037052 1.504244 4.972169 -0.003 0.044 0.013
F 13.020064 2.832052 6.684359 -0.011 -0.018 -0.063
H 8.538946 4.382902 4.072829 -0.023 -0.020 -0.028
H 7.157430 3.413659 4.596596 -0.033 -0.015 -0.014
H 8.418075 3.847021 5.754209 -0.021 -0.037 0.007
H 8.769949 1.996626 3.334200 0.065 0.025 -0.013
H 8.696977 1.470545 5.020509 0.058 0.028 0.049
```
Positions in Å, forces in eV/Å.